{
  "formula": "C25H28BN6O2PRu",
  "method": "ωB97M-V with the def2-TZVPD basis set",
  "elements": ["Ru", "C", "C", "N", "N", "C", "B", "N", "C", "C", "C", "N", "N", "C", "C", "C", "N", "H", "H", "H", "H", "H", "H", "H", "H", "H", "H", "C", "C", "O", "C", "C", "C", "C", "C", "C", "O", "H", "H", "H", "H", "H", "H", "H", "C", "P", "C", "C", "C", "C", "C", "C", "C", "H", "H", "H", "H", "H", "H", "H", "H", "H", "H", "H"],
  "positions_angstrom": [[0.1513, -0.3133, 0.1989], [4.2333, 0.8538, 1.3233], [3.2214, -0.0974, 1.3430], [2.0352, 0.4766, 1.1298], [2.2707, 1.7996, 0.9440], [3.5802, 2.0448, 1.0612], [1.1477, 2.8001, 0.5722], [0.6948, 2.5353, -0.8896], [0.8443, 3.3170, -1.9675], [0.2302, 2.7041, -3.0444], [-0.2885, 1.5191, -2.5256], [-0.0108, 1.4284, -1.2234], [-0.0537, 2.5586, 1.5049], [-0.6467, 3.4202, 2.3455], [-1.7247, 2.7902, 2.9335], [-1.7208, 1.5114, 2.3791], [-0.7130, 1.3790, 1.5176], [5.2873, 0.7019, 1.4795], [3.2882, -1.1603, 1.5036], [3.9631, 3.0482, 0.9616], [1.5504, 3.9240, 0.6737], [1.3692, 4.2570, -1.8976], [0.1551, 3.0676, -4.0551], [-0.8608, 0.7487, -3.0149], [-0.2628, 4.4196, 2.4705], [-2.4118, 3.1978, 3.6544], [-2.4043, 0.6957, 2.5481], [3.0793, -0.4291, -3.0455], [1.9202, -1.0810, -2.3488], [1.8968, -1.0752, -1.1119], [0.8632, -1.7171, -3.1161], [1.1354, -2.2375, -4.3934], [0.1709, -2.8901, -5.1188], [-1.1190, -2.9877, -4.5861], [-1.4181, -2.4566, -3.3516], [-0.4353, -1.8265, -2.5685], [-0.7876, -1.3307, -1.3984], [3.5755, 0.2481, -2.3539], [2.7497, 0.1050, -3.9354], [3.8018, -1.1903, -3.3531], [2.1360, -2.1480, -4.7989], [0.4030, -3.3165, -6.0848], [-1.8977, -3.4797, -5.1561], [-2.4239, -2.5067, -2.9515], [-1.6956, -2.1486, 3.0977], [-1.4108, -1.9911, 1.3053], [-2.8909, -2.7080, 0.5546], [-0.0454, -3.1458, 0.9884], [1.1149, -3.0151, 1.7590], [2.2295, -3.7954, 1.4831], [2.2014, -4.6894, 0.4239], [1.0543, -4.8153, -0.3520], [-0.0657, -4.0506, -0.0728], [-0.8341, -1.7970, 3.6628], [-1.8943, -3.1927, 3.3400], [-2.5579, -1.5434, 3.3794], [-2.9104, -3.7821, 0.7419], [-2.9002, -2.5087, -0.5142], [-3.7662, -2.2463, 1.0105], [1.1430, -2.3190, 2.5910], [3.1163, -3.7101, 2.0991], [3.0729, -5.2920, 0.2020], [1.0340, -5.5103, -1.1812], [-0.9477, -4.1465, -0.6939]],
  "lowdin_charge": [1.473, -0.034, -0.139, -0.068, -0.028, -0.054, -0.500, -0.026, -0.054, -0.034, -0.119, -0.047, -0.035, -0.051, -0.039, -0.143, -0.067, 0.104, 0.094, 0.131, 0.125, 0.130, 0.104, 0.113, 0.131, 0.103, 0.087, 0.014, -0.360, -0.059, -0.113, -0.020, -0.070, -0.054, -0.011, -0.357, -0.282, 0.089, 0.096, 0.102, 0.117, 0.109, 0.114, 0.113, -0.240, 0.857, -0.227, -0.411, -0.133, -0.078, -0.056, -0.050, -0.086, 0.046, 0.063, 0.041, 0.064, 0.028, 0.056, 0.098, 0.113, 0.113, 0.115, 0.104],
  "lumo_ha": [-0.0901, -0.1683],
  "multiplicity": 6,
  "homo_ha": [-0.4025, -0.4032],
  "e_tot_ha": -1909.4015,
  "total_charge": 1
}



{
  "formula": "C5H13NS",
  "method": "ωB97M-V with the def2-TZVPD basis set",
  "elements": ["C", "N", "C", "C", "S", "C", "C", "H", "H", "H", "H", "H", "H", "H", "H", "H", "H", "H", "H", "H"],
  "positions_angstrom": [[-0.8805, -0.1006, -1.8266], [-0.3404, -0.8747, -0.7268], [0.5796, -0.2768, 0.2158], [-0.1176, -0.0039, 1.5858], [0.7358, 1.3512, 2.4923], [1.9329, -1.0388, 0.4170], [-1.5841, 1.2177, -1.3804], [-1.5815, -0.7882, -2.3545], [-0.0479, 0.0989, -2.4791], [-0.5610, -1.8342, -0.5347], [0.9449, 0.7023, -0.1023], [-0.2142, -0.8922, 2.2363], [-1.0204, 0.5799, 1.3840], [0.6890, 0.6121, 3.6259], [2.4560, -1.0131, -0.5357], [1.7220, -2.0262, 0.7556], [2.5886, -0.4422, 1.0682], [-2.4846, 1.4309, -2.0046], [-0.9298, 2.0737, -1.5261], [-1.8867, 1.2241, -0.3100]],
  "lowdin_charge": [-0.256, -0.076, -0.482, -0.500, 0.674, -0.062, -0.085, 0.118, 0.092, 0.113, 0.115, 0.085, 0.021, -0.142, 0.071, 0.060, 0.061, 0.073, 0.059, 0.062],
  "lumo_ha": 0.0352,
  "smiles": "CCN[C@H](C)CS",
  "homo_ha": -0.3009,
  "e_tot_ha": -651.2048,
  "total_charge": 0
}



{
  "formula": "C16H33NO6P",
  "method": "ωB97M-V with the def2-TZVPD basis set",
  "elements": ["C", "P", "O", "O", "C", "O", "O", "C", "C", "C", "O", "O", "H", "H", "H", "H", "H", "H", "H", "H", "H", "C", "C", "C", "C", "N", "C", "C", "C", "C", "C", "C", "C", "H", "H", "H", "H", "H", "H", "H", "H", "H", "H", "H", "H", "H", "H", "H", "H", "H", "H", "H", "H", "H", "H", "H", "H"],
  "positions_angstrom": [[1.3491, -3.5386, 1.8055], [-0.4327, -3.5764, 2.1804], [-0.6082, -1.9345, 2.1599], [-0.8563, -3.9975, 0.5989], [-2.0910, -4.5442, 0.4232], [-2.4641, -5.5456, 0.9520], [-2.8292, -3.8743, -0.4988], [-3.3540, -2.6012, -0.1004], [-4.6850, -2.7619, 0.6165], [-4.4830, -2.8144, 2.1123], [-3.4118, -2.6742, 2.6642], [-5.6277, -3.0334, 2.7727], [1.4970, -3.2826, 0.7531], [1.7584, -4.5330, 1.9941], [1.8400, -2.8037, 2.4441], [-1.4341, -1.6909, 2.6046], [-2.6397, -2.0693, 0.5292], [-3.4798, -2.0444, -1.0312], [-5.1279, -3.7112, 0.2977], [-5.3794, -1.9578, 0.3601], [-5.4677, -2.8603, 3.7157], [-1.3658, 0.3185, -0.0380], [-1.1771, 1.0783, -1.3487], [0.1306, 0.7216, -2.0630], [1.4277, 0.9585, -1.3028], [1.8029, 2.3877, -0.9329], [3.2832, 2.5970, -1.1623], [3.4083, 2.8153, -2.6546], [2.1783, 3.6669, -2.9983], [1.1825, 3.4261, -1.8534], [1.4585, 2.7033, 0.5067], [2.2902, 2.0429, 1.6027], [2.2720, 0.5251, 1.7968], [-0.5672, 0.5097, 0.6779], [-2.3018, 0.6144, 0.4375], [-1.3990, -0.7567, -0.2103], [-1.2612, 2.1507, -1.1502], [-2.0000, 0.8408, -2.0246], [0.1718, 1.1730, -3.0579], [0.1132, -0.3574, -2.2416], [2.2648, 0.5612, -1.8722], [1.3807, 0.3957, -0.3776], [3.5600, 3.4930, -0.6067], [3.8313, 1.7403, -0.7777], [3.3801, 1.8642, -3.1867], [4.3464, 3.3007, -2.9121], [1.7577, 3.3866, -3.9616], [2.4276, 4.7247, -3.0553], [0.2215, 3.0857, -2.2106], [1.0249, 4.3208, -1.2578], [0.3923, 2.5084, 0.6215], [1.6074, 3.7783, 0.6036], [1.9144, 2.4960, 2.5231], [3.3261, 2.3790, 1.5207], [1.2600, 0.1170, 1.8277], [2.7409, 0.2868, 2.7507], [2.8440, -0.0051, 1.0343]],
  "lowdin_charge": [-0.237, 0.910, -0.310, -0.193, -0.635, 0.165, 0.020, -0.165, -0.039, -0.488, 0.068, 0.136, 0.043, 0.044, 0.034, 0.031, 0.078, 0.134, 0.150, 0.137, 0.140, -0.095, -0.233, -0.169, -0.088, -0.190, -0.105, -0.135, -0.115, -0.080, -0.114, -0.204, -0.094, 0.043, 0.093, 0.057, 0.097, 0.117, 0.116, 0.134, 0.131, 0.095, 0.146, 0.140, 0.116, 0.128, 0.119, 0.121, 0.102, 0.133, 0.130, 0.130, 0.126, 0.109, 0.057, 0.088, 0.074],
  "lumo_ha": -0.0827,
  "homo_ha": -0.4152,
  "e_tot_ha": -1476.8462,
  "total_charge": 1
}



{
  "formula": "C55H37BrClF3N6O11RbSb",
  "method": "ωB97M-V with the def2-TZVPD basis set",
  "elements": ["Rb", "N", "C", "C", "C", "C", "C", "C", "C", "C", "N", "C", "H", "H", "H", "H", "H", "H", "H", "H", "C", "O", "C", "C", "C", "Br", "C", "C", "C", "O", "C", "N", "C", "C", "C", "C", "C", "C", "N", "H", "H", "H", "H", "H", "H", "H", "H", "H", "H", "H", "O", "C", "O", "C", "C", "C", "C", "C", "C", "O", "N", "O", "O", "N", "O", "O", "H", "H", "F", "C", "C", "C", "C", "C", "C", "Sb", "C", "C", "C", "C", "F", "C", "C", "C", "C", "C", "C", "F", "C", "C", "H", "H", "H", "H", "H", "H", "H", "H", "H", "H", "H", "H", "Cl", "C", "C", "C", "C", "C", "C", "C", "O", "O", "H", "H", "H", "H"],
  "positions_angstrom": [[-0.1673, -0.2875, 0.2783], [2.1263, -0.5248, 2.6576], [3.4710, -0.6871, 2.5248], [4.3716, -0.5332, 3.5638], [5.7458, -0.7871, 3.3784], [6.2485, -1.1899, 2.1718], [5.3578, -1.3428, 1.0775], [5.7803, -1.7332, -0.2149], [4.8758, -1.8408, -1.2286], [3.5153, -1.5769, -0.9592], [3.0798, -1.2320, 0.2264], [3.9796, -1.0967, 1.2426], [1.7820, 0.0428, 3.4127], [1.6208, -0.3969, 1.8011], [4.0028, -0.2133, 4.5333], [6.4193, -0.6543, 4.2198], [7.3097, -1.3777, 2.0341], [6.8341, -1.9278, -0.3856], [5.1804, -2.1119, -2.2322], [2.7752, -1.6265, -1.7572], [-1.9069, -0.9343, -3.3454], [-1.2898, -1.6467, -2.2764], [-0.8655, -2.9026, -2.5221], [-1.2589, -3.6671, -3.5993], [-0.7219, -4.9470, -3.7619], [-1.2851, -5.9956, -5.2476], [0.2022, -5.4543, -2.8940], [0.6184, -4.6739, -1.8024], [0.0650, -3.4151, -1.5931], [0.3912, -2.6224, -0.5709], [1.6966, -5.1088, -0.9113], [2.1302, -4.4004, 0.0980], [3.2157, -5.0920, 0.6243], [4.0579, -4.7600, 1.6843], [5.0848, -5.6389, 1.9874], [5.2752, -6.8212, 1.2522], [4.4483, -7.1557, 0.1908], [3.4192, -6.2666, -0.1030], [2.4402, -6.2480, -1.0868], [-1.2738, -0.9579, -4.2324], [-2.0059, 0.0898, -3.0058], [-2.8932, -1.3445, -3.5739], [-1.9660, -3.2833, -4.3198], [0.6136, -6.4413, -3.0658], [1.1027, -3.0550, -0.0247], [3.9044, -3.8379, 2.2383], [5.7625, -5.4065, 2.8032], [6.0934, -7.4823, 1.5150], [4.6043, -8.0640, -0.3822], [2.3104, -6.9289, -1.8091], [1.0375, 1.7599, 1.1475], [0.5501, 2.4029, 0.1846], [-0.6617, 2.7240, 0.0425], [1.5254, 2.7619, -0.9285], [2.3091, 3.8632, -0.8562], [3.2678, 4.1231, -1.8718], [3.4413, 3.2472, -2.9093], [2.6704, 2.1005, -2.9936], [1.6320, 1.7896, -2.0194], [0.8668, 0.7995, -2.0636], [2.9744, 1.2140, -4.1130], [2.4341, 0.1235, -4.1731], [3.7116, 1.6330, -5.0125], [4.1004, 5.3065, -1.8123], [3.9539, 6.0734, -0.8677], [4.9419, 5.4945, -2.6866], [2.2171, 4.5549, -0.0286], [4.1880, 3.4409, -3.6582], [-9.0187, -0.3291, -1.3381], [-7.7482, 0.0621, -1.0702], [-7.5408, 1.0522, -0.1374], [-6.2299, 1.4526, 0.1291], [-5.1358, 0.8784, -0.5259], [-5.4128, -0.1319, -1.4549], [-6.7115, -0.5472, -1.7408], [-3.0171, 1.4378, -0.2835], [-3.1770, 2.9058, -1.8861], [-2.0347, 3.1255, -2.6666], [-2.0457, 4.0125, -3.7429], [-3.2157, 4.6828, -4.0178], [-3.2416, 5.5527, -5.0572], [-4.3661, 4.5112, -3.2753], [-4.3369, 3.6142, -2.2095], [-3.4703, 2.8090, 1.3024], [-3.9589, 2.3231, 2.5190], [-4.2407, 3.1827, 3.5788], [-4.0113, 4.5279, 3.4031], [-4.2743, 5.3731, 4.4290], [-3.5079, 5.0504, 2.2311], [-3.2342, 4.1793, 1.1797], [-8.3894, 1.5031, 0.3660], [-6.0730, 2.2448, 0.8513], [-4.5907, -0.6169, -1.9786], [-6.9217, -1.3278, -2.4638], [-1.1060, 2.6155, -2.4132], [-1.1611, 4.1914, -4.3457], [-5.2601, 5.0709, -3.5296], [-5.2400, 3.4738, -1.6227], [-4.0889, 1.2507, 2.6517], [-4.5999, 2.8142, 4.5333], [-3.3216, 6.1150, 2.1532], [-2.8114, 4.5730, 0.2599], [-0.6766, 3.0496, 7.1627], [-0.9776, 1.9325, 5.8387], [-1.3492, 0.6274, 6.1293], [-1.5715, -0.2586, 5.0834], [-1.4629, 0.1610, 3.7630], [-1.0937, 1.4782, 3.4958], [-0.8323, 2.3673, 4.5316], [-1.6875, -0.7996, 2.6093], [-0.8919, -1.7610, 2.5262], [-2.6114, -0.4975, 1.8005], [-1.4471, 0.3127, 7.1610], [-1.8256, -1.2919, 5.2966], [-0.9841, 1.8077, 2.4643], [-0.5325, 3.3872, 4.3195]],
  "lowdin_charge": [1.105, 0.154, -0.245, -0.038, -0.110, -0.079, -0.177, -0.025, -0.045, -0.124, 0.134, -0.159, 0.108, -0.020, 0.105, 0.094, 0.097, 0.110, 0.102, 0.112, -0.047, -0.091, -0.193, -0.045, -0.681, 0.699, -0.098, -0.060, -0.178, -0.086, -0.224, 0.173, -0.189, 0.009, -0.089, -0.108, -0.035, -0.185, 0.170, 0.110, 0.067, 0.088, 0.102, 0.093, 0.072, 0.118, 0.099, 0.092, 0.101, 0.144, -0.160, -0.714, -0.136, -0.053, 0.055, -0.161, 0.048, -0.058, -0.321, -0.097, -0.355, 0.051, 0.003, -0.373, 0.028, 0.018, 0.129, 0.119, 0.025, -0.307, -0.025, -0.111, -0.334, -0.118, -0.027, 1.575, -0.350, -0.109, -0.008, -0.302, 0.027, -0.030, -0.112, -0.352, -0.132, -0.018, -0.300, 0.030, -0.016, -0.097, 0.110, 0.090, 0.079, 0.110, 0.083, 0.118, 0.108, 0.093, 0.101, 0.117, 0.111, 0.100, 0.595, -0.667, -0.122, -0.024, -0.135, -0.024, -0.089, -0.762, -0.086, -0.182, 0.092, 0.117, 0.095, 0.113],
  "lumo_ha": 0.1131,
  "homo_ha": -0.1210,
  "e_tot_ha": -6872.4958,
  "total_charge": -2
}